Density functional theory data (ωB97M-V with the def2-TZVPD basis set) for the molecule C21H20O5 at a distorted geometry.

Computed properties:
Energy: -1188.3652 hartree
2S+1: 1
Lowest unoccupied orbital energy: -0.0173 Ha
Energy relative to the best compared isomer or geometry (same formula, charge and spin): 45.41 kcal/mol
Charge: 0
Structure (SMILES): O=C(O)C(=O)c1ccc2oc([C@]34C[C@H]5C[C@H](C[C@H](C5)C3)C4)cc(=O)c2c1
Kohn-Sham gap: 0.3158 Eh
Max |F|: 5.131 eV Å⁻¹

Cartesian coordinates (Å):
O -6.5759 -2.9100 -1.5369
C -6.7140 -2.8931 -0.3105
O -7.4386 -3.8927 0.4120
C -6.2035 -1.7058 0.3405
O -6.9508 -0.8122 0.7428
C -4.7340 -1.3873 0.4399
C -4.2921 -0.5587 1.4116
C -3.0392 0.0157 1.4766
C -2.0860 -0.4014 0.5052
O -0.7436 -0.0060 0.6790
C 0.1776 -0.1470 -0.3497
C 1.6509 0.5222 -0.2266
C 2.2759 0.8096 -1.4806
C 3.6910 1.4871 -1.2163
C 3.5087 2.7590 -0.4253
C 2.7245 2.4853 0.8660
C 3.5828 1.5560 1.7307
C 3.8464 0.2622 0.8887
C 4.6097 0.4564 -0.4456
C 2.6022 -0.4036 0.4866
C 1.3871 1.8520 0.4911
C -0.1735 -1.0532 -1.4206
C -1.4891 -1.6284 -1.5229
O -1.8822 -2.4121 -2.4349
C -2.4769 -1.2449 -0.5538
C -3.7725 -1.8057 -0.5913
H -7.5696 -4.6487 -0.2607
H -5.1305 -0.2154 2.1055
H -2.7204 0.6221 2.3649
H 1.6806 1.5465 -2.0840
H 2.2986 -0.0809 -2.1380
H 4.0576 1.8356 -2.1932
H 3.0304 3.5068 -1.0824
H 4.4839 3.0623 -0.1560
H 2.5117 3.3932 1.3767
H 3.2463 1.3860 2.7201
H 4.6111 1.9679 1.8583
H 4.4738 -0.3077 1.5594
H 4.8791 -0.4397 -1.0777
H 5.5385 0.9713 -0.2033
H 2.8774 -1.3807 0.0393
H 2.0733 -0.7089 1.4169
H 0.8383 2.5774 -0.1212
H 0.9190 1.7228 1.5059
H 0.5422 -1.3800 -2.1115
H -4.1260 -2.3733 -1.4747

Density functional theory data (ωB97M-V with the def2-TZVPD basis set) for a cluster of 3 separate species, C13H18F2N2O7 in total at a distorted geometry.

Computed properties:
Energy: -1342.0187 hartree
2S+1: 1
Lowest unoccupied orbital energy: 0.0131 Ha
Charge: 0
Structure (SMILES): [H]/N=C(\C)C[C@H]1CCC(=O)N1.O=C1OC[C@@H](F)O1.O=C1OC[C@@H](F)O1
Kohn-Sham gap: 0.3646 Eh
Max |F|: 3.999 eV Å⁻¹

Cartesian coordinates (Å):
H -2.1355 2.1219 -0.7582
N -1.1457 1.9070 -0.9485
C -0.9925 0.6283 -1.2173
C -2.3153 -0.2797 -1.1622
C 0.4574 0.0140 -1.5429
C 1.0533 -0.7214 -0.2133
C 2.5483 -0.2602 0.2704
C 2.3987 -0.3219 1.8896
C 0.8250 -0.6627 2.1292
O 0.2916 -1.2203 3.0939
N 0.2317 -0.0803 0.8932
H -3.2686 0.3638 -1.1237
H -2.3264 -0.8717 -0.1762
H -2.4383 -0.9586 -2.0681
H 0.3917 -0.6936 -2.4336
H 1.1805 0.8483 -1.8663
H 0.9504 -1.8478 -0.3483
H 2.8392 0.7861 -0.1007
H 3.4192 -0.9591 0.0701
H 2.4708 0.7541 2.2506
H 3.0669 -1.0319 2.4658
H 0.7103 0.8457 0.9130
O -4.3367 6.1910 0.8321
C -3.2830 5.9850 0.3103
O -2.8158 4.7447 -0.0067
C -1.6034 4.9365 -0.7257
C -1.1706 6.2927 -0.2671
F -0.4995 6.9482 -1.2459
O -2.3955 6.9604 -0.0355
H -1.8085 4.9007 -1.7992
H -0.8762 4.1622 -0.4826
H -0.5752 6.2889 0.6504
O 2.5758 -3.3278 0.2589
C 1.9446 -4.3426 0.2435
O 1.0457 -4.6674 -0.7267
C 0.6152 -5.9956 -0.4562
C 0.8904 -6.1273 1.0086
F 1.2149 -7.4019 1.3307
O 2.0293 -5.3106 1.1960
H 1.1988 -6.6965 -1.0592
H -0.4413 -6.1225 -0.6952
H 0.0783 -5.7784 1.6527

Density functional theory data (ωB97M-V with the def2-TZVPD basis set) for a cluster of 6 separate species, C33H58BN2O15 in total at a distorted geometry.

Computed properties:
Energy: -2555.0968 hartree
2S+1: 1
Lowest unoccupied orbital energy: 0.0571 Ha
Charge: -1
Kohn-Sham gap: 0.1880 Eh
Max |F|: 6.787 eV Å⁻¹

Cartesian coordinates (Å):
C 6.1474 -4.8226 -0.7794
C 5.4361 -4.7115 -1.8943
C 4.3207 -4.6746 -3.0858
C 2.8989 -4.1632 -2.4932
C 2.7570 -2.5947 -2.8552
B 1.3020 -2.1397 -3.4737
C 0.6898 -3.1959 -4.6050
C 1.6868 -3.4764 -5.8520
C 0.0999 -2.0140 -2.3127
C -1.2044 -1.2095 -2.8218
N -2.5205 -1.9128 -2.5105
N 1.5286 -0.8172 -4.2150
C 1.9902 0.2883 -3.3190
C 3.3878 0.8465 -3.9362
C 4.0132 2.1086 -3.1427
C 4.0584 1.8150 -1.5559
H 6.5015 -4.9158 0.3149
H 4.7693 -3.9630 -3.8924
H 4.2942 -5.7199 -3.5658
H 1.9993 -4.8177 -2.7758
H 2.9966 -4.2369 -1.3316
H 3.5725 -2.1873 -3.5713
H 2.8998 -1.9959 -1.8586
H -0.2570 -2.6707 -5.0436
H 0.3386 -4.1989 -4.1542
H 1.0662 -3.2989 -6.8266
H 2.6457 -2.8377 -5.8220
H 1.9095 -4.6248 -5.8581
H 0.5315 -1.4853 -1.3564
H -0.2673 -3.0868 -2.0252
H -1.2842 -0.1745 -2.2838
H -1.2316 -0.9812 -3.9489
H -2.4546 -2.4554 -1.6353
H -3.2405 -1.1583 -2.4253
H 0.7285 -0.5494 -4.8079
H 1.1989 1.1415 -3.4143
H 2.0397 0.0237 -2.2024
H 3.1452 1.1639 -5.0336
H 4.1762 -0.0009 -3.9765
H 5.0911 2.2636 -3.5670
H 3.4153 3.0413 -3.4520
H 4.9601 2.4087 -1.1120
H 4.3167 0.6832 -1.4285
H 3.0970 2.1120 -1.0029
C 0.6717 0.0459 3.6575
C 0.4591 -1.2115 2.8402
C 1.2017 -1.2125 1.5366
O 0.3840 -2.0306 0.7133
C -0.8837 -1.9341 1.2032
O -1.8642 -2.3381 0.6392
O -0.8966 -1.3171 2.4217
H 0.1779 -0.0482 4.6288
H 1.7346 0.2365 3.8260
H 0.2268 0.9159 3.1658
H 0.7019 -2.0977 3.4383
H 2.2023 -1.6402 1.6313
H 1.2813 -0.2218 1.0760
C 0.0871 6.5892 -4.2964
C 0.3305 5.0945 -4.2755
C -0.4207 4.3504 -5.3403
O -0.6116 3.0736 -4.7499
C -0.6065 3.2612 -3.4000
O -0.9349 2.4309 -2.5979
O -0.1802 4.5174 -3.0787
H 0.7237 7.0846 -3.5579
H 0.3017 7.0142 -5.2800
H -0.9464 6.8234 -4.0240
H 1.4051 4.8848 -4.3242
H 0.1512 4.2648 -6.2668
H -1.4020 4.7815 -5.5669
C -3.3100 -0.4233 7.2419
C -2.9328 1.0295 7.0431
C -4.0700 1.8831 6.5635
O -3.4058 2.9003 5.8280
C -2.2327 2.3630 5.3871
O -1.5122 2.8782 4.5714
O -1.9821 1.1636 5.9916
H -2.4697 -0.9744 7.6715
H -4.1687 -0.5249 7.9101
H -3.5422 -0.9043 6.2868
H -2.4881 1.4342 7.9593
H -4.6400 2.3146 7.3892
H -4.7586 1.3590 5.8921
C -5.9033 2.4655 -1.9293
C -5.7350 3.1424 -3.2735
C -4.4437 2.8039 -3.9564
O -4.1907 3.9650 -4.7363
C -4.8075 5.0025 -4.1040
O -4.6406 6.1612 -4.3773
O -5.6394 4.5556 -3.1189
H -6.8949 2.6808 -1.5210
H -5.7901 1.3819 -2.0118
H -5.1783 2.8459 -1.2038
H -6.5959 2.9265 -3.9168
H -4.5324 1.9228 -4.5953
H -3.6070 2.6581 -3.2648
C 2.5064 -3.3774 9.0145
C 1.1963 -2.9048 9.6095
C 0.0091 -3.1704 8.7312
O -0.8820 -2.1240 9.0900
C -0.1128 -1.0918 9.5392
O -0.5194 0.0200 9.7414
O 1.1792 -1.4858 9.7287
H 3.3187 -3.2356 9.7326
H 2.4629 -4.4353 8.7446
H 2.7691 -2.7931 8.1277
H 1.0576 -3.3332 10.6088
H -0.4419 -4.1452 8.9289
H 0.2287 -3.0914 7.6612

Density functional theory data (ωB97M-V with the def2-TZVPD basis set) for the molecule C4H7BrO at a distorted geometry.

Computed properties:
Energy: -2805.7511 hartree
2S+1: 1
Lowest unoccupied orbital energy: 0.0289 Ha
Energy relative to the best compared isomer or geometry (same formula, charge and spin): 65.68 kcal/mol
Charge: 0
Structure (SMILES): CC[C@]1(Br)CO1
Kohn-Sham gap: 0.3556 Eh
Max |F|: 5.360 eV Å⁻¹

Cartesian coordinates (Å):
C -0.9452 -1.3371 0.1711
C -0.2071 -0.4186 -0.8856
C 0.8249 0.4032 -0.2523
Br 2.3907 -0.5271 0.2903
C 0.4617 1.8840 0.6848
O 1.0917 1.7730 -0.5275
H -1.1291 -0.6503 0.9952
H -0.2773 -2.1350 0.6198
H -1.8346 -1.8132 -0.2795
H -0.9320 0.2935 -1.2795
H 0.2791 -1.0535 -1.8150
H -0.6457 1.9969 0.6381
H 0.9227 1.5843 1.6401

Density functional theory data (ωB97M-V with the def2-TZVPD basis set) for a structure of composition C5H5N3O2 at a distorted geometry.

Computed properties:
Energy: -508.1096 hartree
2S+1: 1
Lowest unoccupied orbital energy: -0.0100 Ha
Energy relative to the best compared isomer or geometry (same formula, charge and spin): 103.17 kcal/mol
Charge: 0
Kohn-Sham gap: 0.2631 Eh
Max |F|: 7.088 eV Å⁻¹

Cartesian coordinates (Å):
C -1.1683 -1.4239 0.2124
C -1.8876 -0.2260 0.4102
C 0.1533 -1.1941 -0.1191
C -0.9233 0.7053 0.1996
C 1.4192 0.8783 -0.3911
N 2.5533 0.4758 0.3836
N 2.0731 1.5838 0.6782
N 0.3103 0.1960 -0.1775
O 1.1336 -2.0684 -0.5415
O -1.0922 2.0192 0.1910
H -1.4926 -2.4490 0.2109
H -2.8294 -0.1106 0.7920
H 1.8258 1.0102 -1.7289
H 2.0214 -1.5457 -0.3967
H -2.0966 2.1490 0.2770

Density functional theory data (ωB97M-V with the def2-TZVPD basis set) for the ion CH6IN4 with charge +1 at a distorted geometry.

Computed properties:
Energy: -558.0664 hartree
2S+1: 1
Lowest unoccupied orbital energy: -0.1556 Ha
Energy relative to the best compared isomer or geometry (same formula, charge and spin): 28.64 kcal/mol
Charge: +1
Structure (SMILES): N/N=N/[C@H]([NH3+])I
Kohn-Sham gap: 0.3288 Eh
Max |F|: 4.848 eV Å⁻¹

Cartesian coordinates (Å):
N -1.3902 -1.8569 1.0733
N -0.9657 -0.8243 0.5060
N -0.0198 -0.8310 -0.3451
C 0.1802 0.4821 -0.9340
N 1.4519 1.1071 -0.2941
I -1.6435 1.8197 -0.4666
H -0.8970 -2.7477 0.8804
H -1.9094 -1.5932 1.8148
H 0.1946 0.3813 -2.0240
H 2.0675 0.6350 0.3078
H 1.0582 1.7409 0.4462
H 1.8732 1.6870 -0.9647

Density functional theory data (ωB97M-V with the def2-TZVPD basis set) for the molecule C3H5NO2S at a distorted geometry.

Computed properties:
Energy: -720.6966 hartree
2S+1: 1
Lowest unoccupied orbital energy: 0.0121 Ha
Energy relative to the best compared isomer or geometry (same formula, charge and spin): 31.30 kcal/mol
Charge: 0
Structure (SMILES): O=C(O)/N=C\CS
Kohn-Sham gap: 0.3675 Eh
Max |F|: 2.546 eV Å⁻¹

Cartesian coordinates (Å):
O 2.5276 -0.9963 0.6010
C 1.9331 -0.0798 0.0732
O 2.4548 1.1879 0.0171
N 0.8395 -0.2456 -0.6857
C -0.4185 -0.1714 -0.7067
C -1.3615 -0.2428 0.4293
S -3.0720 0.0097 0.1509
H 3.3045 1.1522 0.5962
H -0.8300 -0.2804 -1.6763
H -1.3154 -1.2935 0.6400
H -1.0193 -0.0366 1.4191
H -3.0429 0.9967 -0.8581

Density functional theory data (ωB97M-V with the def2-TZVPD basis set) for a structure of composition C41H32CaClF2IN6OS2.

Computed properties:
Energy: -4417.1029 hartree
2S+1: 1
Lowest unoccupied orbital energy: 0.1219 Ha
Energy relative to the best compared isomer or geometry (same formula, charge and spin): 16.06 kcal/mol
Charge: -2
Kohn-Sham gap: 0.1232 Eh
Max |F|: 0.665 eV Å⁻¹

Cartesian coordinates (Å):
Ca -1.0909 0.2618 -0.1470
F 1.5427 5.4312 -0.4148
C 0.3461 4.8190 -0.2048
C 0.2196 3.4610 -0.3717
C -1.0050 2.8136 -0.1534
C -2.1106 3.6176 0.2153
C -1.9100 4.9892 0.4097
F -2.9086 5.8305 0.8465
C -0.7020 5.6202 0.2085
C -3.4419 2.9620 0.3713
C -4.6423 3.6754 0.5353
C -5.8371 2.9979 0.6727
C -5.8335 1.6133 0.6603
C -4.6161 0.9768 0.4812
N -3.4589 1.6162 0.3163
H 1.0936 2.8819 -0.6593
H -0.5894 6.6831 0.3655
H -4.6329 4.7501 0.5491
H -6.7603 3.5536 0.7961
H -6.7354 1.0283 0.7877
H -4.5408 -0.1021 0.4559
Cl -2.4597 -7.2342 -0.5089
C -2.6046 -5.4981 -0.3156
C -3.8236 -4.9508 -0.0445
C -3.9815 -3.5622 0.0947
I -5.8689 -2.8368 0.5965
C -2.9241 -2.6542 -0.0752
O -3.0067 -1.3927 -0.0631
C -1.6213 -3.2846 -0.2834
N -0.5885 -2.4158 -0.3289
C 0.6277 -2.8817 -0.4959
C 0.8977 -4.2528 -0.6720
C -0.1367 -5.1458 -0.6365
C -1.4516 -4.6756 -0.4188
H -4.6862 -5.5955 0.0636
H 1.4100 -2.1324 -0.4699
H 1.9212 -4.5692 -0.8263
H 0.0325 -6.2078 -0.7586
C 0.8114 3.2721 3.2054
N -0.2229 2.2628 3.1452
C -0.0082 0.9554 2.9828
N 1.2614 0.5278 2.9229
S -1.3288 -0.1178 2.9048
H 0.3327 4.2480 3.2427
H 1.4377 3.2485 2.3112
H 1.4453 3.1353 4.0856
H -1.1889 2.5362 3.1443
H 1.9774 1.1655 2.5873
H 1.3549 -0.3831 2.4995
C -2.1631 -2.7552 -3.5531
N -3.2174 -1.8359 -3.1808
C -4.5253 -2.1675 -2.8736
C -5.1508 -1.0338 -2.5021
N -4.2219 -0.0200 -2.6057
C -3.0186 -0.5104 -2.9879
S -1.5849 0.3506 -3.1670
H -2.5126 -3.7702 -3.3738
H -1.2822 -2.5542 -2.9464
H -1.8999 -2.6234 -4.6032
H -4.8733 -3.1843 -2.9028
H -6.1485 -0.8701 -2.1404
H -4.3107 0.9204 -2.2606
C 1.3341 0.1920 -0.1686
C 2.5656 0.1204 -0.1305
C 3.9904 0.0166 0.0445
C 4.7310 -0.8927 -0.7733
C 4.0602 -1.7573 -1.6858
C 4.7242 -2.6516 -2.4974
C 6.1160 -2.7489 -2.4921
C 6.8068 -1.8643 -1.6694
C 6.1522 -0.9650 -0.8497
C 4.5498 0.8383 1.0863
C 5.6953 0.5279 1.8684
C 6.1355 1.3478 2.8906
C 5.4878 2.5359 3.2124
C 4.3536 2.8658 2.4720
C 3.8965 2.0495 1.4583
H 2.9862 -1.6698 -1.7660
H 4.1400 -3.2820 -3.1625
H 6.6373 -3.4534 -3.1294
H 7.8937 -1.8620 -1.6752
H 6.7523 -0.2652 -0.2889
H 6.2064 -0.4106 1.7137
H 7.0046 1.0384 3.4649
H 5.8451 3.1729 4.0124
H 3.8225 3.7906 2.6798
H 3.0285 2.3394 0.8740